Entry 1:
{
  "formula": "C38H55F21O34S5",
  "method": "wB97M-V/def2-TZVPD",
  "species": ["C", "C", "O", "C", "O", "C", "F", "F", "F", "H", "H", "H", "H", "H", "C", "C", "O", "C", "O", "C", "F", "F", "F", "H", "H", "H", "H", "H", "C", "C", "O", "C", "O", "C", "F", "F", "F", "H", "H", "H", "H", "H", "C", "C", "O", "C", "O", "C", "F", "F", "F", "H", "H", "H", "H", "H", "C", "C", "O", "C", "O", "C", "F", "F", "F", "H", "H", "H", "H", "H", "C", "C", "O", "C", "O", "C", "F", "F", "F", "H", "H", "H", "H", "H", "C", "C", "O", "C", "O", "C", "F", "F", "F", "H", "H", "H", "H", "H", "O", "S", "O", "O", "C", "C", "O", "H", "H", "H", "H", "O", "S", "O", "O", "C", "C", "O", "H", "H", "H", "H", "O", "S", "O", "O", "C", "C", "O", "H", "H", "H", "H", "O", "S", "O", "O", "C", "C", "O", "H", "H", "H", "H", "O", "S", "O", "O", "C", "C", "O", "H", "H", "H", "H"],
  "xyz": [[3.617, -10.082, -6.761], [2.170, -9.498, -6.692], [2.336, -8.113, -6.745], [1.318, -7.202, -6.591], [0.148, -7.489, -6.562], [1.711, -5.724, -6.753], [1.332, -5.161, -5.647], [3.073, -5.718, -6.905], [1.051, -5.168, -7.829], [4.222, -9.734, -5.924], [4.153, -9.908, -7.695], [3.611, -11.163, -6.620], [1.716, -9.811, -5.752], [1.543, -9.879, -7.497], [4.903, 2.547, 2.113], [6.259, 3.036, 2.557], [7.219, 2.686, 1.657], [8.501, 3.213, 1.636], [8.796, 4.099, 2.430], [9.411, 2.649, 0.527], [10.590, 2.417, 1.139], [8.882, 1.573, -0.072], [9.567, 3.655, -0.345], [4.074, 2.855, 2.750], [4.886, 1.458, 2.087], [4.675, 3.080, 1.189], [6.486, 2.559, 3.511], [6.193, 4.124, 2.594], [-5.035, 0.379, 10.084], [-3.680, 1.022, 10.426], [-3.182, 1.831, 9.307], [-3.722, 3.040, 8.910], [-4.546, 3.660, 9.514], [-3.118, 3.559, 7.574], [-2.844, 4.806, 7.815], [-1.983, 2.884, 7.195], [-4.044, 3.486, 6.620], [-5.737, 1.170, 9.817], [-5.338, -0.122, 11.003], [-5.011, -0.291, 9.225], [-2.943, 0.269, 10.706], [-3.816, 1.716, 11.255], [-0.633, -1.291, 5.941], [0.895, -0.983, 5.785], [1.282, -0.539, 7.098], [2.548, -0.218, 7.363], [3.440, -0.498, 6.546], [2.786, 0.513, 8.757], [3.109, -0.383, 9.692], [3.813, 1.300, 8.544], [1.668, 1.298, 9.064], [-1.316, -0.462, 6.127], [-0.646, -2.054, 6.720], [-1.028, -1.746, 5.033], [1.001, -0.269, 4.968], [1.332, -1.959, 5.573], [5.965, -4.472, 1.434], [7.354, -4.893, 1.026], [7.562, -5.044, -0.362], [8.782, -5.217, -0.787], [9.782, -5.459, -0.110], [8.908, -4.782, -2.277], [7.862, -5.258, -2.945], [8.848, -3.461, -2.365], [10.122, -5.172, -2.730], [5.706, -4.908, 2.399], [5.136, -4.689, 0.759], [5.848, -3.402, 1.607], [7.470, -5.899, 1.430], [8.011, -4.183, 1.529], [-10.758, 2.730, 0.058], [-10.815, 3.534, -1.244], [-10.061, 2.938, -2.316], [-8.679, 3.101, -2.345], [-7.949, 3.647, -1.447], [-8.004, 2.459, -3.605], [-7.714, 3.366, -4.557], [-6.845, 1.859, -3.148], [-8.777, 1.559, -4.148], [-11.496, 3.263, 0.658], [-9.757, 2.561, 0.456], [-11.171, 1.733, -0.099], [-10.374, 4.518, -1.083], [-11.845, 3.700, -1.559], [4.703, -0.592, -3.287], [4.677, 0.843, -3.671], [4.007, 0.725, -4.964], [3.170, 1.792, -5.273], [2.986, 2.757, -4.535], [2.466, 1.641, -6.637], [2.789, 0.399, -7.168], [1.150, 1.724, -6.573], [2.882, 2.624, -7.378], [5.644, -0.780, -2.770], [4.610, -1.339, -4.074], [3.894, -0.788, -2.582], [5.696, 1.215, -3.779], [4.216, 1.489, -2.924], [-8.480, -1.765, 2.907], [-7.216, -1.459, 2.210], [-6.550, -0.211, 2.531], [-6.174, -2.736, 2.173], [-5.830, -3.174, 0.856], [-6.339, -2.008, -0.059], [-7.548, -1.539, 0.576], [-4.770, -3.399, 0.744], [-6.281, -4.152, 0.689], [-6.554, -2.295, -1.088], [-5.587, -1.241, -0.241], [-1.368, -11.133, 0.336], [-0.581, -10.625, -0.783], [-0.873, -11.205, -2.127], [-0.742, -8.985, -0.868], [0.134, -8.291, -0.047], [1.449, -9.112, -0.142], [1.060, -10.424, -0.473], [0.193, -7.273, -0.430], [-0.373, -8.373, 0.915], [2.005, -9.221, 0.790], [2.178, -8.765, -0.874], [-1.326, -0.683, -1.544], [-0.461, -0.182, -0.409], [0.463, -1.075, 0.287], [0.246, 1.243, -0.793], [-0.724, 2.252, -1.012], [-1.528, 2.025, 0.275], [-1.459, 0.612, 0.641], [-0.251, 3.228, -1.119], [-1.448, 2.048, -1.801], [-2.517, 2.446, 0.096], [-1.163, 2.557, 1.154], [-1.399, 9.239, 2.721], [-1.451, 8.127, 1.825], [-0.410, 7.151, 1.862], [-2.938, 7.382, 1.753], [-3.836, 7.901, 0.817], [-3.079, 9.083, 0.148], [-1.760, 8.633, 0.308], [-4.136, 7.139, 0.097], [-4.696, 8.127, 1.447], [-3.255, 9.951, 0.783], [-3.237, 9.323, -0.904], [-3.726, 7.780, -5.963], [-2.297, 7.621, -6.266], [-1.547, 6.522, -5.569], [-2.036, 7.502, -7.884], [-0.756, 7.815, -8.218], [-0.499, 9.077, -7.291], [-1.373, 8.963, -6.205], [0.021, 7.098, -7.952], [-0.706, 8.041, -9.283], [-0.686, 10.036, -7.776], [0.514, 9.143, -6.893]],
  "max_force_ev_per_a": 5.98,
  "e_homo_ev": -11.15,
  "energy_ev": -221146.051,
  "orbital_gap_ev": 10.91,
  "relative_energy_ev": 7.165,
  "smiles": "CCOC(=O)C(F)(F)F.CCOC(=O)C(F)(F)F.CCOC(=O)C(F)(F)F.CCOC(=O)C(F)(F)F.CCOC(=O)C(F)(F)F.CCOC(=O)C(F)(F)F.CCOC(=O)C(F)(F)F.O=S1(=O)OCCO1.O=S1(=O)OCCO1.O=S1(=O)OCCO1.O=S1(=O)OCCO1.O=S1(=O)OCCO1"
}



Entry 2:
{
  "formula": "C38H55N11O2P2Si2V",
  "method": "wB97M-V/def2-TZVPD",
  "species": ["V", "C", "Si", "C", "C", "N", "P", "C", "P", "N", "Si", "C", "C", "C", "C", "C", "C", "C", "C", "C", "C", "C", "C", "C", "C", "C", "C", "C", "C", "C", "C", "C", "C", "C", "C", "C", "C", "C", "H", "H", "H", "H", "H", "H", "H", "H", "H", "H", "H", "H", "H", "H", "H", "H", "H", "H", "H", "H", "H", "H", "H", "H", "H", "H", "H", "H", "H", "H", "H", "H", "H", "H", "H", "H", "H", "H", "N", "C", "C", "C", "C", "N", "C", "N", "N", "C", "O", "O", "H", "H", "H", "H", "H", "H", "H", "H", "H", "H", "H", "H", "H", "H", "N", "N", "N", "C", "N", "N", "H", "H", "H"],
  "xyz": [[-0.006, 0.238, -0.959], [0.268, 4.066, 2.459], [0.798, 3.148, 0.857], [0.170, 4.265, -0.575], [2.714, 3.065, 0.732], [0.168, 1.558, 0.634], [-0.525, 0.480, 1.605], [-0.526, -1.128, 0.980], [1.140, -1.537, 0.727], [1.814, -0.742, -0.505], [3.004, -1.458, -1.536], [4.095, -2.842, -0.786], [4.173, -0.030, -2.079], [2.125, -2.310, -3.022], [2.282, -1.503, 2.147], [3.537, -0.916, 2.063], [4.357, -0.889, 3.176], [3.920, -1.436, 4.371], [2.651, -1.987, 4.470], [1.829, -2.013, 3.359], [1.045, -3.332, 0.412], [0.184, -3.670, -0.624], [-0.066, -4.991, -0.934], [0.575, -5.992, -0.219], [1.462, -5.664, 0.792], [1.693, -4.338, 1.115], [-2.337, 0.758, 1.762], [-3.133, -0.345, 2.059], [-4.514, -0.254, 2.024], [-5.119, 0.955, 1.715], [-4.334, 2.063, 1.438], [-2.952, 1.962, 1.454], [0.054, 0.800, 3.318], [-0.747, 0.721, 4.451], [-0.195, 0.952, 5.700], [1.154, 1.231, 5.832], [1.961, 1.296, 4.707], [1.408, 1.084, 3.460], [0.675, 5.072, 2.465], [-0.812, 4.151, 2.532], [0.610, 3.566, 3.358], [0.620, 5.252, -0.535], [0.429, 3.816, -1.526], [-0.907, 4.396, -0.534], [3.119, 3.954, 0.258], [3.193, 2.970, 1.702], [2.999, 2.202, 0.137], [4.365, -2.647, 0.245], [3.588, -3.800, -0.807], [5.012, -2.942, -1.355], [5.214, -0.306, -1.964], [4.021, 0.218, -3.123], [4.004, 0.868, -1.491], [2.067, -3.384, -2.868], [1.106, -1.941, -3.116], [2.632, -2.139, -3.966], [3.845, -0.482, 1.122], [5.337, -0.436, 3.114], [4.570, -1.431, 5.233], [2.301, -2.387, 5.412], [0.824, -2.418, 3.410], [-0.266, -2.863, -1.192], [-0.758, -5.245, -1.727], [0.382, -7.030, -0.446], [1.971, -6.449, 1.333], [2.384, -4.093, 1.908], [-2.638, -1.272, 2.327], [-5.119, -1.120, 2.270], [-6.198, 1.027, 1.692], [-4.811, 3.004, 1.201], [-2.330, 2.811, 1.216], [-1.801, 0.494, 4.360], [-0.822, 0.925, 6.580], [1.576, 1.402, 6.811], [3.014, 1.520, 4.808], [2.017, 1.144, 2.570], [-1.161, 2.573, -3.461], [-2.019, 1.397, -3.539], [-3.515, 1.806, -3.512], [-4.557, 0.824, -2.966], [-4.586, -0.594, -3.562], [-3.765, -1.522, -2.799], [-3.909, -1.653, -1.469], [-2.866, -2.017, -0.743], [-5.123, -1.576, -0.894], [-1.664, 0.459, -2.369], [-1.995, 0.817, -1.218], [-1.260, -0.718, -2.657], [-1.117, 2.871, -2.488], [-1.558, 3.336, -4.004], [-1.789, 0.872, -4.478], [-3.788, 2.106, -4.527], [-3.602, 2.686, -2.868], [-5.537, 1.286, -3.113], [-4.394, 0.751, -1.889], [-4.227, -0.595, -4.591], [-5.614, -0.969, -3.580], [-2.769, -1.506, -3.063], [-1.935, -1.773, -1.112], [-2.905, -1.987, 0.270], [-5.908, -1.275, -1.442], [-5.179, -1.468, 0.108], [3.102, 3.282, -3.754], [2.190, 2.286, -3.544], [1.778, 1.475, -4.487], [0.985, 0.657, -3.831], [0.920, 0.969, -2.522], [1.696, 2.006, -2.354], [2.754, 3.986, -4.400], [3.322, 3.688, -2.851], [0.449, -0.149, -4.289]],
  "max_force_ev_per_a": 2.67,
  "e_homo_ev": [-6.22, -6.89],
  "energy_ev": -120808.741,
  "orbital_gap_ev": [6.52, 7.19],
  "s2": 3.7633,
  "spin_multiplicity": 4
}



Entry 3:
{
  "formula": "C38H55N12O5",
  "method": "wB97M-V/def2-TZVPD",
  "species": ["C", "C", "C", "O", "C", "H", "C", "O", "C", "C", "H", "O", "C", "H", "H", "C", "N", "C", "N", "C", "N", "C", "N", "N", "C", "H", "H", "C", "N", "C", "O", "C", "N", "C", "C", "N", "N", "C", "H", "C", "C", "H", "H", "H", "H", "C", "C", "H", "H", "H", "H", "H", "N", "H", "H", "H", "H", "H", "C", "C", "C", "C", "C", "C", "C", "C", "C", "N", "H", "H", "H", "H", "H", "H", "H", "H", "C", "H", "H", "C", "H", "H", "H", "H", "N", "C", "H", "C", "H", "O", "C", "H", "C", "H", "H", "H", "H", "H", "H", "H", "H", "H", "H", "H", "H", "H", "H", "H", "H", "H"],
  "xyz": [[-6.248, -1.932, -0.779], [-5.836, -1.505, 0.261], [-5.330, -0.888, 1.477], [-4.922, 0.458, 1.279], [-5.982, 1.364, 1.032], [-6.304, 1.301, -0.016], [-5.477, 2.765, 1.354], [-4.327, 3.020, 0.577], [-3.684, 4.227, 0.930], [-2.382, 4.330, 0.135], [-2.627, 4.414, -0.928], [-1.550, 3.192, 0.238], [-0.685, 3.114, 1.365], [-0.343, 4.114, 1.650], [0.175, 2.532, 1.022], [-1.296, 2.401, 2.588], [-1.876, 1.137, 2.214], [-1.103, 0.070, 1.918], [-1.641, -0.841, 1.083], [-0.871, -1.933, 0.858], [0.372, -2.058, 1.325], [0.811, -1.084, 2.116], [0.099, -0.005, 2.461], [2.042, -1.229, 2.657], [2.992, -2.116, 2.025], [2.428, -2.816, 1.411], [3.536, -2.667, 2.796], [3.970, -1.263, 1.170], [3.393, 0.053, 1.005], [2.524, 0.444, 0.056], [1.924, 1.507, 0.136], [2.393, -0.403, -1.216], [1.016, -0.478, -1.624], [0.053, 0.465, -1.596], [-1.078, -0.192, -2.041], [-0.727, -1.465, -2.320], [0.516, -1.623, -2.072], [-2.497, 0.270, -2.058], [-3.118, -0.612, -2.242], [-2.822, 1.328, -3.129], [-1.775, 2.438, -3.198], [-1.612, 2.898, -2.228], [-0.828, 2.048, -3.560], [-2.102, 3.208, -3.892], [-2.817, 0.802, -4.090], [-4.224, 1.920, -2.923], [-5.341, 0.882, -2.985], [-5.276, 0.314, -3.910], [-5.308, 0.181, -2.152], [-6.308, 1.378, -2.965], [-4.271, 2.469, -1.980], [-4.393, 2.644, -3.721], [-2.789, 0.749, -0.680], [-2.406, 0.007, 0.041], [-3.788, 0.888, -0.501], [-2.314, 1.649, -0.481], [0.233, 1.462, -1.262], [2.704, -1.438, -1.076], [3.271, 0.259, -2.307], [4.676, 0.346, -1.819], [5.671, -0.587, -1.860], [6.779, -0.057, -1.140], [8.055, -0.533, -0.836], [8.889, 0.262, -0.083], [8.482, 1.520, 0.373], [7.229, 2.016, 0.087], [6.382, 1.218, -0.672], [5.102, 1.434, -1.097], [4.562, 2.266, -0.931], [6.915, 2.989, 0.435], [9.168, 2.113, 0.959], [9.881, -0.085, 0.162], [8.375, -1.502, -1.189], [5.633, -1.535, -2.359], [2.879, 1.257, -2.518], [3.218, -0.344, -3.215], [3.380, 0.775, 2.266], [4.410, 0.992, 2.558], [2.843, 1.710, 2.110], [2.665, -0.109, 3.322], [1.891, 0.453, 3.842], [3.378, -0.507, 4.047], [4.921, -1.126, 1.691], [4.190, -1.730, 0.213], [-1.353, -2.930, 0.119], [-0.557, -4.088, -0.229], [0.404, -4.016, 0.274], [-1.302, -5.356, 0.201], [-0.782, -6.245, -0.158], [-2.596, -5.404, -0.355], [-3.354, -4.288, 0.031], [-4.334, -4.398, -0.434], [-2.687, -2.982, -0.426], [-3.265, -2.128, -0.084], [-2.613, -2.978, -1.519], [-3.474, -4.272, 1.126], [-1.365, -5.390, 1.300], [-0.411, -4.088, -1.314], [-2.810, 1.148, 1.828], [-2.067, 3.006, 3.066], [-0.493, 2.217, 3.303], [-1.843, 5.232, 0.446], [-3.490, 4.246, 2.010], [-4.319, 5.090, 0.685], [-6.262, 3.502, 1.142], [-5.221, 2.822, 2.422], [-6.843, 1.142, 1.674], [-4.433, -1.411, 1.824], [-6.101, -0.944, 2.258], [-6.625, -2.350, -1.665]],
  "max_force_ev_per_a": 1.34,
  "e_homo_ev": -9.87,
  "energy_ev": -68412.151,
  "total_charge": 1,
  "orbital_gap_ev": 8.40,
  "relative_energy_ev": 0.330
}



Entry 4:
{
  "formula": "C38H55N6O4",
  "method": "wB97M-V/def2-TZVPD",
  "species": ["C", "C", "O", "C", "O", "C", "C", "C", "C", "C", "C", "C", "C", "C", "O", "C", "C", "C", "C", "N", "O", "C", "C", "H", "H", "H", "H", "H", "H", "H", "H", "H", "H", "H", "H", "H", "H", "H", "H", "H", "H", "H", "H", "H", "H", "H", "H", "H", "H", "H", "H", "H", "H", "N", "C", "C", "C", "C", "H", "H", "H", "H", "H", "N", "C", "C", "C", "C", "H", "H", "H", "H", "H", "N", "C", "C", "C", "C", "H", "H", "H", "H", "H", "N", "C", "C", "C", "C", "H", "H", "H", "H", "H", "N", "C", "C", "C", "C", "H", "H", "H", "H", "H"],
  "xyz": [[-4.609, -1.672, -0.933], [-3.257, -2.076, -0.335], [-3.238, -3.507, -0.216], [-2.571, -3.981, 0.897], [-1.594, -4.681, 0.731], [-3.159, -3.643, 2.263], [-2.452, -2.496, 3.027], [-0.897, -2.570, 3.016], [-0.213, -1.291, 2.583], [0.099, -0.276, 3.458], [-0.286, -0.338, 4.949], [-1.430, 0.740, 5.118], [-1.051, 1.916, 6.052], [-0.801, 3.248, 5.351], [-2.040, 3.930, 5.110], [-1.944, 4.630, 3.877], [0.780, 0.901, 3.012], [1.092, 0.965, 1.666], [0.732, -0.048, 0.844], [0.116, -1.124, 1.290], [-0.177, -2.102, 0.374], [1.022, -2.841, -0.004], [1.521, -2.465, -1.414], [-4.645, -0.574, -0.899], [-5.439, -2.060, -0.337], [-4.703, -1.989, -1.973], [-3.118, -1.550, 0.616], [-2.464, -1.794, -1.031], [-4.194, -3.323, 2.081], [-3.249, -4.538, 2.883], [-2.756, -2.597, 4.076], [-2.821, -1.508, 2.732], [-0.490, -3.397, 2.428], [-0.557, -2.734, 4.040], [-0.608, -1.327, 5.266], [0.599, -0.068, 5.537], [-2.267, 0.209, 5.585], [-1.752, 1.072, 4.127], [-1.912, 2.081, 6.712], [-0.225, 1.650, 6.722], [-0.291, 3.158, 4.384], [-0.216, 3.885, 6.031], [-2.020, 3.901, 3.054], [-2.764, 5.348, 3.784], [-1.016, 5.212, 3.789], [1.061, 1.704, 3.681], [1.606, 1.853, 1.316], [0.971, 0.046, -0.209], [1.816, -2.690, 0.735], [0.763, -3.903, -0.010], [2.200, -1.608, -1.310], [0.657, -2.112, -1.985], [2.057, -3.283, -1.892], [-0.763, 1.174, -3.250], [-0.814, 2.544, -3.303], [-1.358, 2.991, -2.130], [-1.642, 1.850, -1.332], [-1.261, 0.746, -2.049], [-0.411, 0.575, -3.977], [-0.462, 3.078, -4.170], [-1.533, 4.022, -1.871], [-2.077, 1.843, -0.345], [-1.303, -0.303, -1.812], [-1.292, 1.308, -6.368], [-0.984, 2.368, -7.181], [-0.975, 1.918, -8.473], [-1.294, 0.533, -8.443], [-1.487, 0.187, -7.133], [-1.364, 1.345, -5.368], [-0.799, 3.346, -6.770], [-0.764, 2.514, -9.345], [-1.373, -0.133, -9.287], [-1.743, -0.757, -6.680], [-4.042, -1.433, -10.471], [-3.871, -2.300, -11.516], [-3.702, -3.556, -10.999], [-3.779, -3.445, -9.584], [-3.991, -2.124, -9.291], [-4.182, -0.444, -10.556], [-3.883, -1.948, -12.534], [-3.543, -4.456, -11.570], [-3.689, -4.243, -8.866], [-4.110, -1.616, -8.349], [4.483, 0.314, 7.622], [3.399, -0.051, 6.878], [3.683, 0.201, 5.559], [4.996, 0.743, 5.515], [5.462, 0.795, 6.800], [4.551, 0.242, 8.621], [2.519, -0.458, 7.350], [3.006, 0.023, 4.738], [5.534, 1.056, 4.635], [6.403, 1.134, 7.199], [7.799, 2.050, 2.884], [8.087, 3.115, 2.073], [8.070, 2.675, 0.777], [7.753, 1.290, 0.804], [7.589, 0.934, 2.116], [7.748, 2.082, 3.885], [8.280, 4.089, 2.488], [8.262, 3.278, -0.094], [7.658, 0.632, -0.043], [7.344, -0.012, 2.569]],
  "max_force_ev_per_a": 2.18,
  "e_homo_ev": -9.38,
  "energy_ev": -57418.509,
  "total_charge": 1,
  "orbital_gap_ev": 5.56
}